A molecular structure, C25H37F4InN4O4P2S in a non-equilibrium geometry, computed with ωB97M-V with the def2-TZVPD basis set.

Each line ends with the Löwdin charge.
Element x y z (Å)
In (0.08294, 0.07240, -0.41230)  0.901
C (2.01603, -2.14232, -2.78847)  -0.083
C (1.59049, -0.85262, -3.48108)  -0.272
N (1.69539, 0.32499, -2.62545)  -0.263
C (3.06588, 0.65181, -2.24134)  -0.244
C (4.04313, 0.91188, -3.39034)  -0.069
C (0.91867, 1.43331, -3.17629)  -0.217
C (0.96329, 2.71485, -2.34346)  -0.246
N (0.82417, 2.38755, -0.94219)  -0.079
C (0.87959, 3.35253, -0.02029)  -0.207
C (1.06114, 2.98273, 1.34086)  -0.161
F (1.17326, 1.65165, 1.60802)  -0.010
C (1.17612, 3.87759, 2.37068)  -0.232
F (1.38134, 3.42388, 3.62134)  0.080
C (1.10805, 5.24393, 2.15642)  0.040
C (0.92123, 5.64797, 0.84882)  -0.233
F (0.83274, 6.96607, 0.59249)  0.078
C (0.82055, 4.76118, -0.20098)  -0.138
F (0.62157, 5.29313, -1.43458)  0.056
H (1.79996, -2.99040, -3.43862)  0.077
H (1.45807, -2.27335, -1.85962)  0.034
H (3.08200, -2.15343, -2.56095)  0.068
H (0.53769, -0.95382, -3.75122)  0.082
H (2.16339, -0.72716, -4.41276)  0.115
H (3.43268, -0.17869, -1.63149)  0.107
H (3.01965, 1.52163, -1.58733)  0.105
H (4.27593, -0.00571, -3.93178)  0.064
H (4.97489, 1.30473, -2.98514)  0.076
H (3.64013, 1.63618, -4.09924)  0.072
H (-0.12469, 1.08878, -3.17927)  0.091
H (1.20719, 1.66982, -4.21292)  0.124
H (0.15764, 3.35724, -2.71719)  0.115
H (1.90479, 3.25553, -2.52218)  0.120
H (1.20029, 5.95239, 2.96335)  0.125
C (2.33443, -4.35009, 3.51394)  -0.301
P (1.49862, -2.98633, 2.58057)  0.882
C (2.98291, -2.28114, 1.74073)  -0.283
C (0.75776, -3.94964, 1.19029)  -0.402
C (1.43329, -4.94231, 0.48819)  -0.096
C (0.78875, -5.67624, -0.49357)  -0.081
C (-0.54372, -5.43263, -0.77953)  -0.079
C (-1.23025, -4.43192, -0.11208)  -0.096
C (-0.59280, -3.67553, 0.86855)  -0.408
P (-1.40493, -2.32939, 1.83239)  0.907
C (-2.86263, -2.01150, 0.67049)  -0.340
C (-2.34648, -3.41411, 3.02031)  -0.273
H (3.07480, -4.87938, 2.91359)  0.027
H (1.58954, -5.05561, 3.88061)  0.033
H (2.82965, -3.89290, 4.37110)  0.031
H (3.53593, -3.03839, 1.18317)  0.035
H (3.62944, -1.84773, 2.50392)  0.039
H (2.65526, -1.48861, 1.07015)  0.001
H (2.47098, -5.15570, 0.71527)  0.097
H (1.32254, -6.45180, -1.02763)  0.104
H (-1.05874, -6.03087, -1.52019)  0.104
H (-2.26724, -4.24499, -0.35855)  0.094
H (-2.49897, -1.84656, -0.34179)  0.027
H (-3.72129, -0.76096, 1.98729)  0.124
H (-3.58347, -2.83161, 0.67360)  0.092
H (-2.82924, -4.24318, 2.50241)  0.039
H (-3.09326, -2.82092, 3.55247)  0.033
H (-1.64679, -3.81128, 3.75562)  0.031
C (-3.25497, -2.40987, -5.38164)  -0.042
N (-2.54685, -1.32817, -4.71681)  -0.203
C (-2.82127, 0.01920, -5.19214)  -0.031
C (-2.06342, -1.51749, -3.50605)  -0.275
N (-1.59275, -1.71883, -2.46730)  0.178
H (-3.00833, -2.39996, -6.44397)  0.090
H (-4.33845, -2.30108, -5.27185)  0.092
H (-2.95259, -3.36509, -4.95983)  0.093
H (-2.55779, 0.08162, -6.24856)  0.092
H (-2.22751, 0.73782, -4.63254)  0.087
H (-3.87957, 0.27258, -5.07859)  0.094
O (-2.54711, 0.81714, -0.74433)  -0.326
S (-2.77496, 0.95877, 0.65715)  0.475
O (-3.62517, -0.79833, 1.02087)  -0.170
O (-1.68783, 0.84415, 1.56931)  -0.346
O (-3.90253, 1.71234, 1.07832)  -0.226

calculated total energy	-86129.341	eV
spin multiplicity	1
HOMO	-6.499	eV
Kohn-Sham gap	6.651	eV